[1]
This record from the Open Molecules 2025 dataset describes a molecular structure, C30H70N10O18S2Y. The level of theory is ωB97M-V/def2-TZVPD.

Last column: Löwdin charge in e.
Positions of all 131 atoms, in Å:
Y (8.718, 16.265, -1.292)  1.497
S (8.296, 15.455, 1.436)  0.181
O (9.104, 15.802, 2.621)  -0.355
O (9.052, 14.866, 0.358)  -0.440
O (7.195, 14.581, 1.785)  -0.339
O (7.789, 16.626, 0.753)  -0.453
S (8.524, 17.779, -3.768)  0.190
O (9.577, 16.921, -3.266)  -0.434
O (8.869, 19.156, -4.011)  -0.302
O (7.917, 17.170, -4.913)  -0.316
O (7.691, 17.685, -2.602)  -0.404
C (13.104, 15.945, -2.518)  0.031
C (12.335, 16.172, -1.245)  -0.505
O (11.115, 16.045, -1.086)  -0.020
N (13.178, 16.568, -0.291)  0.037
C (12.725, 17.065, 1.014)  -0.044
H (12.306, 15.670, -3.208)  0.067
H (13.789, 15.100, -2.444)  0.092
H (13.623, 16.867, -2.780)  0.084
H (14.186, 16.524, -0.334)  0.146
H (11.668, 16.988, 1.268)  0.086
H (13.019, 18.092, 1.231)  0.077
H (13.226, 16.539, 1.827)  0.081
C (9.072, 15.661, -7.539)  -0.017
C (8.027, 14.637, -7.314)  -0.612
O (7.876, 13.795, -8.158)  0.035
N (7.278, 14.742, -6.197)  0.037
C (6.219, 13.755, -5.893)  -0.042
H (9.963, 15.128, -7.871)  0.078
H (9.390, 16.220, -6.660)  0.042
H (8.756, 16.437, -8.235)  0.096
H (7.412, 15.548, -5.603)  0.064
H (6.335, 13.647, -4.815)  0.062
H (6.420, 12.806, -6.392)  0.082
H (5.243, 14.188, -6.112)  0.081
C (9.474, 20.107, 1.072)  0.035
C (9.887, 19.445, -0.184)  -0.489
O (9.452, 18.320, -0.492)  -0.058
N (10.900, 19.999, -0.894)  0.049
C (11.721, 19.573, -2.034)  -0.027
H (9.792, 19.433, 1.867)  0.104
H (8.399, 20.254, 0.973)  0.091
H (10.065, 21.009, 1.231)  0.085
H (11.113, 20.894, -0.478)  0.122
H (11.210, 18.896, -2.718)  0.058
H (12.536, 18.995, -1.598)  0.071
H (12.148, 20.377, -2.633)  0.092
C (8.477, 22.074, -2.096)  -0.006
C (7.742, 22.713, -3.275)  -0.520
O (7.394, 23.894, -3.255)  0.014
N (7.536, 21.832, -4.305)  0.005
C (6.818, 22.235, -5.482)  -0.083
H (9.528, 21.938, -2.353)  0.072
H (8.105, 21.092, -1.804)  0.058
H (8.317, 22.641, -1.179)  0.080
H (7.943, 20.907, -4.317)  0.084
H (7.567, 22.452, -6.243)  0.079
H (6.265, 23.174, -5.463)  0.079
H (6.165, 21.374, -5.629)  0.088
C (3.889, 16.316, 1.054)  0.012
C (4.132, 17.550, 0.235)  -0.622
O (3.179, 18.063, -0.279)  0.033
N (5.375, 17.978, 0.060)  0.051
C (5.648, 19.255, -0.655)  -0.038
H (3.844, 15.531, 0.299)  0.074
H (2.975, 16.389, 1.643)  0.084
H (4.733, 16.028, 1.680)  0.060
H (6.218, 17.528, 0.387)  0.070
H (4.839, 19.967, -0.494)  0.084
H (5.625, 19.010, -1.717)  0.066
H (6.628, 19.672, -0.422)  0.060
C (6.614, 20.097, 6.551)  -0.020
C (6.317, 19.849, 5.094)  -0.556
O (5.641, 20.672, 4.486)  0.017
N (6.931, 18.784, 4.495)  0.011
C (6.735, 18.291, 3.143)  -0.055
H (5.600, 20.113, 6.951)  0.081
H (7.094, 21.035, 6.829)  0.079
H (7.162, 19.310, 7.070)  0.066
H (7.555, 18.268, 5.098)  0.128
H (6.348, 19.132, 2.568)  0.082
H (6.066, 17.432, 3.208)  0.091
H (7.675, 17.990, 2.679)  0.054
C (10.022, 12.185, -3.251)  0.025
C (9.813, 13.678, -3.218)  -0.433
O (9.210, 14.187, -2.241)  -0.072
N (10.200, 14.414, -4.277)  0.052
C (11.098, 13.979, -5.298)  -0.078
H (10.929, 11.871, -2.735)  0.094
H (10.174, 11.706, -4.218)  0.076
H (9.141, 11.685, -2.849)  0.080
H (9.981, 15.397, -4.202)  0.080
H (10.517, 13.564, -6.122)  0.084
H (11.851, 13.213, -5.113)  0.092
H (11.577, 14.920, -5.568)  0.066
C (5.536, 12.935, -1.593)  0.032
C (5.698, 14.356, -2.092)  -0.515
O (6.669, 15.050, -1.717)  -0.044
N (4.844, 14.809, -2.957)  0.024
C (4.889, 16.147, -3.517)  -0.010
H (5.469, 12.931, -0.505)  0.097
H (6.414, 12.368, -1.903)  0.070
H (4.578, 12.547, -1.941)  0.079
H (4.208, 14.134, -3.357)  0.139
H (3.942, 16.389, -3.998)  0.102
H (5.809, 16.236, -4.095)  0.066
H (5.086, 16.763, -2.639)  0.078
C (11.641, 12.449, 0.640)  0.001
C (10.519, 11.444, 0.780)  -0.534
O (10.768, 10.322, 1.175)  0.026
N (9.287, 11.837, 0.291)  0.029
C (8.266, 10.892, -0.020)  -0.090
H (12.522, 12.037, 0.149)  0.078
H (11.877, 12.745, 1.662)  0.086
H (11.328, 13.370, 0.148)  0.055
H (9.165, 12.755, -0.112)  0.085
H (7.318, 11.218, -0.448)  0.055
H (8.006, 10.339, 0.883)  0.088
H (8.680, 10.198, -0.751)  0.077
C (15.522, 17.694, -5.733)  -0.016
C (14.174, 18.308, -5.444)  -0.584
O (14.078, 19.184, -4.593)  0.030
N (13.166, 17.685, -6.017)  0.013
C (11.777, 17.932, -5.760)  -0.041
H (16.357, 18.177, -5.225)  0.081
H (15.649, 17.757, -6.813)  0.079
H (15.706, 16.648, -5.484)  0.076
H (13.418, 16.799, -6.429)  0.136
H (11.268, 18.303, -6.648)  0.099
H (11.620, 18.629, -4.937)  0.078
H (11.363, 16.975, -5.439)  0.053

max |F|	5.8	eV/Å
E_HOMO	-6.0	eV
electronic energy	-106729.02464	eV
net charge	-1


[2]
This record from the Open Molecules 2025 dataset describes a molecular structure, C43H32CrF14N4O3PS. The level of theory is ωB97M-V/def2-TZVPD.

Last column: Löwdin charge in e.
Positions of all 99 atoms, in Å:
Cr (0.960, 0.193, 0.346)  0.771
C (-1.449, 3.149, 2.378)  0.005
C (-0.710, 1.934, 1.939)  -0.247
N (-0.091, 1.831, 0.822)  -0.045
N (-0.309, 2.726, -0.201)  0.126
C (-0.367, 1.974, -1.284)  -0.482
O (-0.159, 0.706, -1.267)  -0.245
C (-0.744, 2.604, -2.570)  -0.149
C (-0.683, 1.844, -3.733)  -0.020
C (-1.070, 2.399, -4.944)  -0.075
C (-1.517, 3.712, -4.995)  -0.090
C (-1.568, 4.475, -3.834)  -0.082
C (-1.181, 3.923, -2.624)  -0.028
C (-0.789, 0.658, 2.677)  -0.235
C (-1.451, 0.509, 3.883)  0.000
C (-1.613, -0.771, 4.395)  -0.032
C (-1.109, -1.849, 3.691)  -0.022
C (-0.446, -1.614, 2.495)  -0.095
N (-0.301, -0.394, 1.998)  0.058
H (-1.472, 3.875, 1.571)  0.080
H (-0.935, 3.586, 3.238)  0.099
H (-2.466, 2.905, 2.688)  0.077
H (-0.325, 0.826, -3.671)  0.117
H (-1.017, 1.808, -5.849)  0.102
H (-1.819, 4.145, -5.940)  0.100
H (-1.907, 5.502, -3.876)  0.100
H (-1.218, 4.504, -1.712)  0.109
H (-1.828, 1.373, 4.411)  0.121
H (-2.130, -0.920, 5.333)  0.115
H (-1.226, -2.863, 4.046)  0.114
H (-0.042, -2.419, 1.898)  0.105
S (2.473, 0.851, -1.391)  0.777
C (4.192, 0.508, -1.193)  -0.689
N (4.598, -0.719, -0.868)  0.029
C (5.907, -0.974, -0.862)  -0.161
C (6.877, -0.047, -1.189)  -0.075
C (6.456, 1.235, -1.525)  -0.074
C (5.107, 1.518, -1.521)  -0.116
H (3.650, -2.021, 0.606)  0.126
H (6.191, -1.984, -0.582)  0.108
H (7.923, -0.319, -1.176)  0.097
H (7.174, 2.004, -1.779)  0.105
H (4.736, 2.504, -1.761)  0.100
O (-0.736, -1.841, -0.457)  -0.334
P (-2.167, -2.002, -0.826)  0.798
C (-3.047, -3.027, 0.376)  -0.266
C (-4.329, -2.765, 0.844)  -0.077
C (-4.912, -3.602, 1.788)  -0.075
C (-4.218, -4.704, 2.261)  -0.080
C (-2.939, -4.978, 1.789)  -0.075
C (-2.356, -4.143, 0.852)  -0.076
C (-3.077, -0.450, -0.949)  -0.260
C (-3.426, 0.094, -2.179)  -0.058
C (-4.003, 1.355, -2.248)  -0.067
C (-4.233, 2.076, -1.089)  -0.066
C (-3.889, 1.537, 0.146)  -0.068
C (-3.311, 0.283, 0.215)  -0.086
C (-2.329, -2.837, -2.413)  -0.279
C (-3.529, -3.388, -2.853)  -0.076
C (-3.594, -4.002, -4.093)  -0.078
C (-2.459, -4.068, -4.893)  -0.079
C (-1.261, -3.524, -4.455)  -0.068
C (-1.193, -2.906, -3.213)  -0.055
H (-4.876, -1.905, 0.478)  0.104
H (-5.909, -3.390, 2.152)  0.105
H (-4.673, -5.355, 2.996)  0.104
H (-2.400, -5.844, 2.151)  0.107
H (-1.355, -4.346, 0.488)  0.111
H (-3.230, -0.456, -3.091)  0.111
H (-4.249, 1.782, -3.212)  0.111
H (-4.670, 3.065, -1.145)  0.108
H (-4.068, 2.104, 1.051)  0.098
H (-3.036, -0.133, 1.180)  0.106
H (-4.412, -3.344, -2.226)  0.110
H (-4.525, -4.433, -4.436)  0.104
H (-2.510, -4.551, -5.860)  0.104
H (-0.378, -3.581, -5.076)  0.107
H (-0.266, -2.478, -2.851)  0.113
F (1.710, -1.960, 0.107)  0.005
C (2.758, -2.641, 0.676)  -0.258
F (2.416, -2.935, 1.946)  0.107
C (2.885, -3.958, -0.099)  -0.568
F (1.733, -4.639, -0.081)  0.162
F (3.827, -4.719, 0.473)  0.164
F (3.227, -3.742, -1.364)  0.180
F (4.163, -1.100, 3.628)  0.172
C (4.389, 0.008, 2.908)  -0.537
F (4.952, -0.377, 1.762)  0.165
F (5.287, 0.748, 3.570)  0.173
C (3.047, 0.771, 2.642)  -0.277
O (2.339, 0.097, 1.723)  -0.196
C (3.385, 2.232, 2.201)  -0.543
F (3.759, 3.003, 3.236)  0.167
F (2.323, 2.809, 1.639)  0.162
F (4.379, 2.246, 1.313)  0.180
C (2.278, 0.849, 4.007)  -0.523
F (1.654, -0.304, 4.263)  0.175
F (3.060, 1.125, 5.054)  0.177
F (1.327, 1.806, 3.961)  0.155

2S+1	4
max |F|	0.5	eV/Å
E_HOMO (alpha / beta)	-7.4 / -7.5	eV
electronic energy	-143808.86619	eV
energy above the lowest of the compared OMol25 structures with the same formula, charge and spin	56.13	kJ/mol
net charge	0


[3]
This record from the Open Molecules 2025 dataset describes a molecular structure, C11H21F6I2O2P2Ti. The level of theory is ωB97M-V/def2-TZVPD.

Last column: Löwdin charge in e.
Positions of all 45 atoms, in Å:
I (-2.761, 0.325, -1.151)  0.849
I (2.158, 0.668, -1.890)  0.695
Ti (-0.156, 0.279, -0.438)  0.048
P (-0.711, -2.101, -1.282)  0.717
C (-1.024, -3.090, 0.204)  -0.209
C (-2.016, -2.706, -2.408)  -0.274
H (-1.837, -3.759, -2.637)  0.077
H (0.749, -3.758, -2.212)  0.077
H (-1.996, -2.127, -3.330)  0.055
H (1.110, -2.114, -2.834)  0.026
H (-1.909, -2.719, 0.735)  0.071
H (-2.993, -2.593, -1.934)  0.032
C (0.862, -2.704, -1.948)  -0.251
H (-1.157, -4.139, -0.098)  0.090
H (1.659, -2.574, -1.210)  0.038
H (-0.162, -3.031, 0.867)  0.013
P (-0.598, 2.832, -1.209)  0.701
C (-0.861, 3.737, 0.349)  -0.230
C (0.813, 3.730, -1.961)  -0.313
H (-1.971, 2.945, -3.215)  0.058
H (-1.722, 4.546, -2.468)  0.071
H (-2.924, 3.399, -1.778)  0.040
C (-1.950, 3.492, -2.268)  -0.273
H (1.070, 3.206, -2.887)  0.011
H (0.526, 4.766, -2.172)  0.071
H (-0.832, 4.803, 0.099)  0.081
H (-0.055, 3.480, 1.042)  0.054
H (1.659, 3.669, -1.273)  0.039
H (-1.821, 3.464, 0.793)  0.056
C (-1.363, 0.828, 1.344)  -0.206
O (-1.942, 0.896, 2.343)  0.177
C (0.356, -1.487, 3.143)  0.048
C (1.342, -0.882, 2.140)  -0.332
O (0.761, -0.592, 0.888)  -0.347
C (1.992, 0.448, 2.703)  -0.468
F (2.134, 0.426, 4.060)  0.167
F (3.199, 0.700, 2.163)  0.173
F (1.195, 1.529, 2.409)  0.109
C (2.457, -1.942, 1.870)  -0.491
F (3.289, -2.216, 2.909)  0.187
F (1.853, -3.128, 1.535)  0.118
F (3.221, -1.589, 0.809)  0.132
H (-0.474, -0.807, 3.354)  0.091
H (0.893, -1.694, 4.091)  0.133
H (-0.063, -2.415, 2.751)  0.088

2S+1	2
max |F|	4.8	eV/Å
E_HOMO (alpha / beta)	-16.5 / -15.7	eV
electronic energy	-90028.58112	eV
energy above the lowest of the compared OMol25 structures with the same formula, charge and spin	0.00	kJ/mol
net charge	+2


[4]
This record from the Open Molecules 2025 dataset describes a molecular structure, C11H15N4OSV. The level of theory is ωB97M-V/def2-TZVPD.

Last column: Löwdin charge in e.
Positions of all 33 atoms, in Å:
V (-0.810, 0.275, -0.916)  0.657
N (-3.923, 2.957, -0.563)  0.116
C (-2.752, 2.357, -0.763)  -0.811
S (-2.669, 1.045, -1.915)  0.669
N (-1.678, 2.780, -0.135)  0.008
N (-0.604, 2.051, -0.384)  -0.224
C (0.617, 2.464, -0.132)  -0.017
C (1.600, 1.553, -0.615)  -0.225
C (2.996, 1.658, -0.530)  0.017
C (3.778, 0.709, -1.153)  -0.027
C (3.167, -0.315, -1.885)  -0.028
C (1.792, -0.382, -1.906)  -0.107
N (1.026, 0.495, -1.258)  -0.068
H (-4.732, 2.685, -1.097)  0.103
H (-3.973, 3.757, 0.049)  0.120
H (0.819, 3.426, 0.323)  0.142
H (3.431, 2.481, 0.015)  0.125
H (4.853, 0.759, -1.093)  0.119
H (3.750, -1.045, -2.420)  0.116
H (1.258, -1.165, -2.444)  0.133
C (-1.222, -2.368, 2.313)  -0.125
C (-0.249, -3.237, 1.509)  -0.129
C (0.467, -2.192, 0.661)  -0.158
O (-0.587, -1.315, 0.262)  -0.290
C (-1.473, -1.169, 1.380)  -0.160
H (-0.770, -2.036, 3.246)  0.121
H (-2.140, -2.899, 2.547)  0.122
H (-0.797, -3.925, 0.863)  0.126
H (0.427, -3.808, 2.135)  0.126
H (0.947, -2.595, -0.232)  0.130
H (1.204, -1.636, 1.262)  0.147
H (-2.500, -1.153, 0.989)  0.135
H (-1.251, -0.215, 1.890)  0.137

2S+1	4
max |F|	3.2	eV/Å
E_HOMO (alpha / beta)	-10.7 / -11.4	eV
electronic energy	-56175.09770	eV
net charge	+1


Q: Among the records above, which one has the lowest max |F|?
A: C43H32CrF14N4O3PS


Q: What is the max |F| in the third record?
A: 4.8 eV/Å


Q: Look up the max |F| of the third one.
A: 4.8 eV/Å